1.
Below is C2H5N3O in the gas phase at a distorted geometry, with properties calculated with ωB97M-V/def2-TZVPD.

Structure (XYZ):
```
11
Properties=species:S:1:pos:R:3:lowdin_charge:R:1
H 2.1481 2.5802 -0.2320 0.1131
H -2.0089 -2.6339 -0.1108 0.1372
H 1.2532 2.6849 -1.8979 0.0538
N -1.0535 -0.8217 0.0119 -0.0249
C 0.0554 -0.5457 0.5666 -0.2244
O 0.7691 0.6302 0.2863 -0.1598
H -2.3665 -1.8171 1.3108 0.0726
C 1.4183 2.1052 -0.9962 -0.0113
H 0.7061 -1.2551 1.2298 0.1596
N 0.5650 1.1103 -0.9234 -0.0266
N -1.4862 -2.0373 0.7548 -0.0894
```

Properties
Total charge: 0
Structure (SMILES): C=NO/C=N/N
Kohn-Sham gap in eV: 10.48
Energy above the lowest of the compared OMol25 structures with the same formula, charge and spin in kcal/mol: 129.0



2.
Below is C5H8N as an isolated structure at a distorted geometry, with properties calculated with ωB97M-V/def2-TZVPD.

Structure (XYZ):
```
14
Properties=species:S:1:pos:R:3:mulliken_spin:R:1
H 2.0264 -1.3084 -0.6880 0.0065
H 2.7642 0.1154 -0.2963 -0.0003
H 2.2629 -0.8884 0.8909 0.0087
C -1.1877 1.1590 0.0066 0.0804
H -1.7254 1.2731 -0.9151 -0.0098
N 1.9667 -0.5063 -0.0002 0.0037
C -1.5575 -1.3570 0.0810 0.6549
H -2.5720 -1.3791 0.1631 0.0210
H 0.7902 2.2879 -0.2994 0.0364
C 0.2699 1.4609 -0.1086 0.5987
H -1.2184 -2.3764 0.1978 0.0228
C -0.8091 -0.2657 0.0566 0.1828
H -1.6588 1.6111 0.8890 -0.0094
C 0.6487 0.1738 0.0228 0.4036
```

Properties
Total charge: +1
Kohn-Sham gap (alpha / beta) in eV: 5.87 / 7.65
Energy above the lowest of the compared OMol25 structures with the same formula, charge and spin in kcal/mol: 74.0
Multiplicity: 3



3.
Below is a 2-piece molecular cluster, C3H11N2O4 overall at a distorted geometry, with properties calculated with ωB97M-V/def2-TZVPD.

Structure (XYZ):
```
20
Properties=species:S:1:pos:R:3:lowdin_charge:R:1
N 1.6007 0.1060 -0.5506 0.0273
O -0.0136 1.8922 -0.5939 -0.0297
N -1.9762 -1.0853 1.1284 0.2636
H 2.5026 0.5245 -0.2950 0.1586
H 1.4531 0.2375 -1.5540 0.1565
C 1.6251 -1.3249 -0.2170 -0.0399
C -1.8541 -0.3640 0.0327 -0.5270
H 0.4838 2.7174 -0.4609 0.1179
O -1.5082 -0.9842 -1.0769 0.1551
H -1.8321 1.4969 -0.4450 0.1264
O 0.8622 1.2276 1.4431 0.0306
H 1.4214 2.0278 1.4311 0.1145
H -1.6495 -0.4394 -1.8677 0.1637
H -2.2425 -0.6277 1.9865 0.1548
H 2.4811 -1.8214 -0.6692 0.0986
H 1.6747 -1.4235 0.8647 0.1024
H -1.7099 -2.0570 1.1442 0.1481
C 0.3580 0.8581 0.2541 -0.4538
H 0.7099 -1.7905 -0.5737 0.0764
O -2.3868 0.8296 0.0192 0.1560
```

Properties
Total charge: +1
Kohn-Sham gap in eV: 8.59
Energy above the lowest of the compared OMol25 structures with the same formula, charge and spin in kcal/mol: 71.8



4.
Below is C4H5NO as an isolated structure at a distorted geometry, with properties calculated with ωB97M-V/def2-TZVPD.

Structure (XYZ):
```
11
Properties=species:S:1:pos:R:3:lowdin_charge:R:1
H -0.1517 -0.3362 -1.5642 0.0970
H 0.6809 -1.1086 1.3075 0.1535
N 1.7200 0.4822 0.4423 -0.0431
H -1.8355 -0.2335 1.0384 0.0692
H 0.3113 2.1646 0.2830 0.1371
O 2.0012 -0.7022 -0.2381 0.0257
C -1.5820 -0.2535 -0.0255 0.0629
C 0.7282 1.1804 -0.3344 0.0752
C -0.2830 -0.2291 -0.5588 -0.2800
H -2.3866 -0.3404 -0.7215 0.0463
C 0.7974 -0.6238 0.3714 -0.3439
```

Properties
Total charge: 0
Kohn-Sham gap (alpha / beta) in eV: 7.91 / 7.86
Energy above the lowest of the compared OMol25 structures with the same formula, charge and spin in kcal/mol: 186.9



5.
Below is C9H12N2 as an isolated structure at a distorted geometry, with properties calculated with ωB97M-V/def2-TZVPD.

Structure (XYZ):
```
23
Properties=species:S:1:pos:R:3:lowdin_charge:R:1
H -0.2279 0.9134 -1.3713 0.1312
C 2.6628 -0.0254 -0.1909 -0.0637
H 3.3602 2.9054 -0.9009 0.0744
H -0.0247 -1.3421 -1.4560 0.0498
C -2.2581 0.6577 -0.1383 -0.1083
C -1.8254 -0.4443 0.9209 -0.2699
H -3.2037 0.4462 -0.6276 0.1095
N 2.9073 -2.4328 0.1897 0.1726
H -2.3577 -2.3483 0.0915 0.0993
H -2.5241 -0.7270 1.6774 0.1221
H 3.0611 3.0852 0.9318 0.1048
C 3.2045 2.3487 0.0311 -0.0234
H 0.4948 -0.3769 0.9698 0.1166
H -2.4542 1.4817 0.5218 0.0959
N 2.8572 1.1287 0.1152 0.0121
C -1.4573 -1.7523 0.0988 -0.1163
C -0.5014 0.2207 0.8978 -0.1321
H -1.5693 -0.9157 -2.0540 0.1237
C -0.8593 0.4328 -0.6126 -0.2909
C 2.9661 -1.2827 0.0058 -0.2512
H -0.5106 1.2404 1.2656 0.1042
C -0.9294 -1.0288 -1.1533 -0.1379
H -0.8111 -2.1847 0.7878 0.0776
```

Properties
Total charge: 0
Kohn-Sham gap in eV: 7.67
Energy above the lowest of the compared OMol25 structures with the same formula, charge and spin in kcal/mol: 169.8



6.
Below is C2H5N3O in the gas phase at a distorted geometry, with properties calculated with ωB97M-V/def2-TZVPD.

Structure (XYZ):
```
11
Properties=species:S:1:pos:R:3:lowdin_charge:R:1
H -1.2946 1.2254 -0.0887 0.0730
N -0.1023 -0.8894 -0.1723 0.0061
H 2.6653 0.4410 0.3359 0.0100
N 2.1167 -0.2771 0.1103 0.1108
H 0.1737 -1.8402 -0.7122 0.1980
H 2.3284 -1.0494 0.9337 0.1867
O 0.3347 1.3368 -0.1112 0.0100
C -1.9691 0.3545 0.1674 -0.1198
C 0.8041 0.1932 -0.1613 -0.5320
N -1.5122 -0.7132 0.0688 -0.0342
H -3.0757 0.4002 0.3372 0.0914
```

Properties
Total charge: 0
Structure (SMILES): C=NNC(N)=O
Kohn-Sham gap in eV: 9.74
Energy above the lowest of the compared OMol25 structures with the same formula, charge and spin in kcal/mol: 82.6



7.
Below is C5H5NO as an isolated structure at a distorted geometry, with properties calculated with ωB97M-V/def2-TZVPD.

Structure (XYZ):
```
12
Properties=species:S:1:pos:R:3:lowdin_charge:R:1
C 0.3099 -0.5752 -0.8007 -0.0699
O 1.3300 0.8499 0.7342 -0.0192
C -0.2432 1.6622 -0.1082 -0.2930
C 1.2715 -0.2823 0.2405 -0.2881
C -0.7875 0.3356 -0.5242 -0.1872
N -0.2862 2.8243 -0.1200 0.1418
H 0.3198 -1.3662 -1.5644 0.1631
H -0.6033 -0.2754 1.5511 0.1470
H -1.7064 0.3989 -1.0889 0.1519
H 1.9496 -1.0679 0.5556 0.1434
C -0.6000 -0.7440 0.5592 0.0016
H -0.9543 -1.7599 0.5657 0.1089
```

Properties
Total charge: 0
Kohn-Sham gap in eV: 9.52
Energy above the lowest of the compared OMol25 structures with the same formula, charge and spin in kcal/mol: 98.7